The following is a DFT calculation (ωB97M-V/def2-TZVPD) of C37H33BIrN9S2 as an isolated structure at a distorted geometry.

Element x y z (Å)
Ir  0.372  0.258  0.157
N  7.199  -0.409  7.902
C  6.453  -0.324  7.031
C  5.525  -0.218  5.947
C  4.763  -1.324  5.576
C  3.863  -1.225  4.532
C  3.711  -0.024  3.843
C  4.487  1.074  4.211
C  5.391  0.984  5.252
C  2.733  0.112  2.731
C  1.379  -0.049  3.054
C  0.859  -0.295  4.352
C  -0.512  -0.241  4.259
C  -0.801  0.049  2.917
N  0.309  0.150  2.184
C  3.248  0.465  1.484
C  4.627  0.621  1.146
C  4.671  1.019  -0.167
C  3.330  1.089  -0.604
N  2.492  0.750  0.359
H  4.886  -2.257  6.110
H  3.282  -2.087  4.231
H  4.367  2.008  3.679
H  6.000  1.833  5.529
H  1.443  -0.480  5.238
H  -1.237  -0.373  5.045
H  -1.783  0.199  2.501
H  5.459  0.451  1.808
H  5.546  1.233  -0.760
H  2.967  1.388  -1.575
C  3.044  -2.446  -2.493
N  2.105  -1.374  -2.770
C  2.492  -0.272  -3.490
C  1.733  0.756  -3.911
N  -0.484  0.143  -2.861
B  -1.998  0.557  -2.644
N  -2.270  2.015  -2.180
C  -3.349  2.666  -2.756
C  -3.615  3.779  -2.049
N  -2.699  3.818  -1.018
C  -2.615  4.877  -0.037
C  -1.884  2.732  -1.103
S  -0.618  2.550  0.036
C  0.842  -1.300  -2.069
S  0.738  -2.169  -0.481
H  3.705  -2.570  -3.350
H  2.498  -3.375  -2.344
H  3.635  -2.252  -1.594
H  3.557  -0.234  -3.693
H  2.247  1.565  -4.414
H  -2.500  0.406  -3.721
H  -2.435  -0.190  -1.824
H  -3.855  2.247  -3.606
H  -4.365  4.538  -2.178
H  -3.613  5.262  0.160
H  -1.988  5.693  -0.399
H  -2.182  4.490  0.881
C  -0.286  -1.000  -5.500
C  -0.341  -1.858  -4.426
C  -0.406  -1.357  -3.044
N  0.437  0.058  -1.746
C  0.218  0.888  -3.959
C  -0.147  0.360  -5.313
H  -0.373  -1.399  -6.502
H  -0.422  -2.927  -4.563
H  -1.234  -1.817  -2.507
H  -0.054  1.939  -3.855
H  -0.135  1.057  -6.139
C  -2.824  -0.938  0.428
C  -4.180  -0.645  0.426
C  -5.149  -1.682  0.316
C  -6.488  -1.401  0.263
C  -6.932  -0.068  0.304
C  -5.995  0.972  0.424
C  -4.656  0.694  0.493
C  -8.319  0.231  0.210
N  -9.440  0.480  0.127
H  -2.078  -0.145  0.510
H  -2.460  -1.955  0.372
H  -4.799  -2.706  0.266
H  -7.218  -2.196  0.184
H  -6.356  1.992  0.458
H  -3.934  1.497  0.594

## Properties
Spin multiplicity: 5
Relative energy (zero: lowest compared OMol25 entry of this formula, charge and spin), kcal/mol: 10.1
Expectation value of S²: 6.089

Here are the Mulliken charges for atoms 1 to 5, given in e:
1 Ir -0.1282
2 N -0.5265
3 C -0.0686
4 C 0.5211
5 C -0.7916

The following is a DFT calculation (ωB97M-V/def2-TZVPD) of a 3-piece molecular cluster, C37H33Br2O8PS overall at a distorted geometry.

Element x y z (Å)
C  1.201  -3.525  -0.945
C  0.302  -2.233  -0.773
O  0.968  -1.058  -1.330
C  -0.093  -0.119  -1.572
P  0.530  1.669  -1.858
C  -0.484  2.898  -0.824
C  -1.972  3.081  -1.331
C  -2.882  1.780  -1.262
S  -3.171  1.111  0.428
O  -1.948  0.933  1.256
O  -3.770  -0.280  0.240
O  -4.285  1.969  1.312
C  2.348  1.696  -1.300
Br  3.622  2.331  -2.698
C  2.798  1.294  -0.049
C  4.323  1.272  0.402
Br  1.523  0.683  1.351
H  1.697  -3.573  -1.959
H  0.499  -4.420  -0.892
H  1.959  -3.667  -0.123
H  -0.633  -2.394  -1.410
H  -0.064  -2.064  0.284
H  -0.932  -0.176  -0.809
H  -0.572  -0.418  -2.571
H  0.031  3.907  -0.977
H  -0.403  2.711  0.299
H  -1.926  3.380  -2.432
H  -2.539  3.914  -0.815
H  -2.524  0.992  -2.003
H  -3.909  2.090  -1.653
H  -5.137  1.501  1.176
H  4.605  0.164  0.423
H  5.011  1.750  -0.350
H  4.449  1.647  1.456
O  5.150  0.550  4.340
C  5.314  0.510  5.547
C  6.664  0.691  6.130
C  7.750  0.931  5.290
C  9.013  1.141  5.830
C  9.195  1.114  7.210
C  8.119  0.859  8.050
C  6.851  0.641  7.512
C  5.713  0.351  8.415
O  5.887  0.254  9.617
C  4.360  0.190  7.834
C  3.274  -0.047  8.676
C  1.997  -0.167  8.144
C  1.799  -0.050  6.770
C  2.881  0.172  5.927
C  4.165  0.287  6.456
H  7.613  0.958  4.215
H  9.855  1.332  5.175
H  10.179  1.291  7.631
H  8.267  0.834  9.124
H  3.422  -0.134  9.746
H  1.153  -0.347  8.800
H  0.800  -0.134  6.356
H  2.720  0.259  4.858
O  -5.634  1.400  -6.105
C  -5.557  0.184  -6.102
C  -5.560  -0.574  -7.375
C  -5.629  0.114  -8.586
C  -5.592  -0.586  -9.785
C  -5.485  -1.975  -9.780
C  -5.433  -2.665  -8.576
C  -5.476  -1.967  -7.370
C  -5.438  -2.714  -6.091
O  -5.420  -3.931  -6.086
C  -5.415  -1.955  -4.819
C  -5.343  -2.644  -3.608
C  -5.287  -1.941  -2.411
C  -5.304  -0.548  -2.418
C  -5.390  0.140  -3.622
C  -5.451  -0.561  -4.825
H  -5.707  1.195  -8.595
H  -5.642  -0.049  -10.725
H  -5.443  -2.519  -10.717
H  -5.354  -3.746  -8.577
H  -5.325  -3.728  -3.597
H  -5.226  -2.478  -1.471
H  -5.248  -0.007  -1.484
H  -5.406  1.225  -3.622

## Properties
Electronic energy, eV: -215490.464
SMILES string: CCOCP(CCCS(=O)(=O)O)/C(Br)=C(/C)Br.O=C1c2ccccc2C(=O)c2ccccc21.O=C1c2ccccc2C(=O)c2ccccc21

Here are the Mulliken charges for atoms 1 to 5, given in e:
1 C -1.1425
2 C -0.1204
3 O -0.3167
4 C -0.6750
5 P -0.2492

The following is a DFT calculation (ωB97M-V/def2-TZVPD) of C37H33ClIN8O2SY as an isolated structure.

Element x y z (Å)
Y  -0.179  -0.185  -0.078
C  -3.185  1.534  -0.801
C  -4.040  0.867  0.260
C  -3.411  0.537  1.587
C  -4.135  0.758  2.754
C  -3.645  0.306  3.965
C  -2.443  -0.388  3.982
C  -1.772  -0.541  2.789
N  -2.212  -0.064  1.614
N  -2.185  0.694  -1.510
C  -2.812  -0.451  -2.187
C  -1.790  -1.334  -2.860
C  -2.120  -2.071  -3.986
C  -1.172  -2.919  -4.533
C  0.081  -2.998  -3.943
C  0.334  -2.216  -2.834
N  -0.578  -1.396  -2.296
C  -1.564  1.562  -2.527
C  -0.668  2.604  -1.916
C  -0.531  3.858  -2.488
C  0.419  4.728  -1.978
C  1.207  4.313  -0.915
C  0.992  3.055  -0.390
N  0.062  2.213  -0.863
H  -3.856  1.963  -1.556
H  -2.643  2.372  -0.357
H  -4.879  1.539  0.444
H  -4.505  -0.043  -0.130
H  -5.088  1.266  2.698
H  -4.199  0.474  4.879
H  -2.033  -0.800  4.893
H  -0.831  -1.080  2.767
H  -3.341  -1.050  -1.443
H  -3.557  -0.116  -2.920
H  -3.105  -1.977  -4.424
H  -1.406  -3.505  -5.412
H  0.853  -3.644  -4.337
H  1.303  -2.242  -2.349
H  -0.960  0.944  -3.193
H  -2.332  2.046  -3.142
H  -1.154  4.139  -3.327
H  0.547  5.712  -2.408
H  1.974  4.949  -0.496
H  1.591  2.690  0.434
Cl  6.778  -1.705  -2.004
C  5.218  -1.616  -1.268
C  4.928  -2.404  -0.198
C  3.651  -2.348  0.418
I  3.283  -3.596  2.034
C  2.685  -1.486  -0.028
O  1.473  -1.365  0.490
C  2.991  -0.665  -1.156
N  1.979  0.150  -1.584
C  2.208  0.904  -2.636
C  3.424  0.917  -3.339
C  4.442  0.111  -2.914
C  4.243  -0.719  -1.791
H  5.680  -3.080  0.185
H  1.402  1.548  -2.967
H  3.539  1.563  -4.198
H  5.395  0.097  -3.426
S  -1.193  -5.074  0.508
C  -2.686  -4.264  0.665
C  -2.490  -2.927  0.574
N  -1.185  -2.536  0.346
C  -0.411  -3.594  0.284
H  -3.612  -4.790  0.835
H  -3.265  -2.183  0.667
H  0.657  -3.531  0.142
N  3.287  -0.788  4.842
C  2.858  0.478  5.056
O  3.276  1.185  5.947
C  1.795  1.025  4.128
C  1.134  2.176  4.539
C  0.184  2.746  3.706
C  -0.058  2.147  2.485
N  0.573  1.041  2.073
C  1.483  0.492  2.890
H  4.060  -1.109  5.403
H  3.034  -1.320  4.027
H  1.393  2.608  5.497
H  -0.355  3.640  3.988
H  -0.800  2.559  1.810
H  1.970  -0.395  2.502

## Properties
Net charge: +2
Relative energy (zero: lowest compared OMol25 entry of this formula, charge and spin), kcal/mol: 0.0

Here are the Mulliken charges for atoms 1 to 5, given in e:
1 Y 1.5755
2 C -1.2052
3 C -1.3176
4 C 0.3239
5 C -0.9433